1.
ORCA calculation (ωB97M-V/def2-TZVPD) on a structure of composition C28H20BrClIN5O7SSr at a distorted geometry.

LUMO level in eV: 3.73
DFT total energy in eV: -153487.0083
Orbital gap in eV: 5.796
Total charge: -2
Relative energy (zero: lowest compared OMol25 entry of this formula, charge and spin) in kJ/mol: 93.0

Structure (XYZ):
```
65
Properties=species:S:1:pos:R:3:forces:R:3:lowdin_charge:R:1
Sr 0.42623 0.26291 -1.00409 0.7 0.1 -0.1 1.47
C -0.39176 0.58546 3.91414 0.0 0.0 0.0 -0.06
C -0.50531 0.60671 2.41791 0.0 0.1 -0.1 -0.31
N 0.21303 -0.13635 1.63068 -0.2 0.0 0.5 -0.02
N 1.06757 -0.98877 2.18469 0.1 -0.1 -0.2 0.05
C 1.67356 -1.73103 1.21427 -1.0 -0.9 -0.2 -0.51
O 1.24330 -1.89268 0.04746 0.1 0.4 0.0 -0.15
C 2.62114 -2.77992 1.72557 0.3 0.3 0.1 -0.15
C 3.23249 -3.63049 0.81378 -0.1 0.0 0.0 -0.01
C 4.04344 -4.66322 1.25606 0.0 0.0 0.0 -0.09
C 4.25756 -4.85342 2.61637 0.0 0.0 0.0 -0.12
C 3.67098 -3.98777 3.52950 0.0 0.0 0.0 -0.10
C 2.86415 -2.94950 3.08342 0.0 0.0 0.0 -0.04
C -1.43013 1.53725 1.77308 0.1 0.0 0.1 -0.22
C -2.25112 2.38977 2.52760 0.0 0.0 0.0 -0.03
C -3.10616 3.26206 1.88231 0.0 0.0 0.0 -0.09
C -3.14958 3.28041 0.49694 0.0 0.0 0.0 -0.08
C -2.31375 2.40115 -0.17766 -0.1 0.0 0.0 -0.12
N -1.48502 1.56142 0.42723 0.0 0.0 -0.1 0.05
H 0.37115 -0.13805 4.18881 0.0 0.0 0.0 0.05
H -1.33972 0.31431 4.39304 0.0 0.0 0.0 0.07
H -0.09356 1.56456 4.30167 0.0 0.0 0.0 0.08
H 3.05452 -3.45247 -0.23831 0.0 0.0 0.0 0.12
H 4.51944 -5.32166 0.53831 0.0 0.0 0.0 0.09
H 4.88914 -5.66426 2.96188 0.0 0.0 0.0 0.08
H 3.85294 -4.11714 4.59078 0.0 0.0 0.0 0.09
H 2.41816 -2.24524 3.77365 0.0 0.0 0.0 0.10
H -2.20292 2.36508 3.60669 0.0 0.0 0.0 0.09
H -3.73761 3.92884 2.45913 0.0 0.0 0.0 0.10
H -3.80176 3.94778 -0.04892 0.0 0.0 0.0 0.09
H -2.31744 2.36386 -1.26204 0.0 0.0 0.0 0.10
O 4.55864 1.64279 -0.07278 -0.1 0.1 -0.1 -0.40
S 3.31312 0.87866 -0.08080 0.3 0.3 -0.2 0.22
O 3.39589 -0.27727 0.83901 0.3 0.2 0.0 -0.36
O 2.14000 1.75199 0.30474 -0.2 -0.3 -0.2 -0.52
O 2.98546 0.38592 -1.46791 -0.4 -0.1 0.1 -0.52
O -0.13139 -4.41640 2.41317 0.0 0.0 0.1 0.06
C -0.83321 -3.77931 1.44427 0.0 0.1 -0.1 -0.32
C -1.62059 -2.66016 1.69359 0.1 -0.1 0.1 -0.02
C -2.23979 -2.05003 0.62443 0.0 0.1 -0.1 -0.14
N -2.11759 -2.46231 -0.64163 0.1 0.0 0.1 0.05
C -1.35984 -3.51752 -0.83235 0.0 0.1 0.0 -0.76
Br -1.03790 -3.98382 -2.65117 -0.1 -0.1 -0.1 0.71
C -0.71938 -4.25050 0.14685 0.0 0.0 0.0 -0.06
H 0.14612 -3.76635 3.07317 0.0 0.0 0.0 0.10
H -1.67980 -2.23279 2.68630 0.0 0.0 0.0 0.11
H -2.84019 -1.15846 0.77103 0.0 0.0 0.0 0.11
H -0.05544 -5.06965 -0.08227 0.0 0.0 0.0 0.11
Cl -2.68756 5.23290 -5.90401 0.0 -0.1 0.0 0.60
C -2.27475 3.77123 -5.01478 -0.1 0.0 -0.1 -0.63
C -3.12118 2.69683 -5.05917 0.0 0.1 0.0 -0.21
C -2.83183 1.52056 -4.36170 0.1 -0.1 0.1 -0.66
I -4.16844 -0.08155 -4.41825 0.0 0.0 0.0 0.82
C -1.67222 1.35494 -3.57612 0.0 0.0 -0.1 -0.52
O -1.38817 0.33470 -2.89429 0.0 0.0 0.1 -0.21
C -0.78010 2.51838 -3.58188 0.0 -0.1 0.3 -0.16
N 0.32801 2.37480 -2.81639 0.0 0.0 0.1 0.07
C 1.18765 3.35759 -2.71218 0.0 0.0 0.0 -0.10
C 0.99041 4.58160 -3.38430 0.1 0.0 0.0 -0.05
C -0.12877 4.75824 -4.14632 -0.1 0.0 0.0 -0.04
C -1.07740 3.71501 -4.26535 0.2 0.0 0.0 -0.19
H -4.03167 2.76579 -5.64004 0.0 0.0 0.0 0.08
H 2.04567 3.17504 -2.07043 0.0 0.0 0.0 0.11
H 1.71889 5.37579 -3.28459 0.0 0.0 0.0 0.10
H -0.30562 5.69378 -4.66177 0.0 0.0 0.0 0.08
```
Forces are in eV/Å.

***

2.
ORCA calculation (ωB97M-V/def2-TZVPD) on a cluster of 2 separate species, C3H9N3 in total at a distorted geometry.

LUMO level in eV: 0.77
DFT total energy in eV: -7723.5549
Orbital gap in eV: 7.762
Total charge: 0
Relative energy (zero: lowest compared OMol25 entry of this formula, charge and spin) in kJ/mol: 387.8

Structure (XYZ):
```
15
Properties=species:S:1:pos:R:3:forces:R:3:lowdin_charge:R:1
C -0.40190 1.21711 0.80043 0.4 -0.1 -0.2 -0.05
C -0.79700 0.25195 -0.27849 -2.1 0.1 -0.2 -0.52
N -1.10030 -1.11173 0.24390 -0.7 0.0 0.0 0.06
N -1.26139 0.46404 -1.44925 0.8 -0.3 1.0 0.14
H -1.54404 -1.13738 1.16039 0.0 0.2 -0.1 0.12
H -1.66920 -1.60805 -0.43710 -0.1 0.1 0.0 0.12
H -1.09289 1.41864 -1.75520 0.1 0.1 0.1 0.06
H -0.04266 2.14119 0.35131 0.0 0.0 0.0 0.09
H 0.39800 0.81876 1.42417 0.0 -0.1 -0.1 0.06
H -1.26964 1.43724 1.43197 0.0 -0.1 -0.2 0.09
C 1.43001 -0.78372 -0.45309 -0.9 -1.5 0.2 -0.27
N 2.29300 -0.30068 0.34267 0.6 -0.2 0.6 -0.06
H 3.25851 -0.32239 -0.00808 -0.2 0.4 -0.3 0.01
H 1.70006 -1.06635 -1.49317 0.3 0.0 0.0 0.03
H 0.09944 -1.41864 0.11955 1.8 1.3 -0.8 0.12
```
Forces are in eV/Å.

***

3.
ORCA calculation (ωB97M-V/def2-TZVPD) on the ion C5H9BrFN2 with charge +1 at a distorted geometry.

LUMO level in eV: -5.48
DFT total energy in eV: -81060.7035
Orbital gap in eV: 8.796
Total charge: +1
Relative energy (zero: lowest compared OMol25 entry of this formula, charge and spin) in kJ/mol: 302.8

Structure (XYZ):
```
18
Properties=species:S:1:pos:R:3:forces:R:3:lowdin_charge:R:1
C 0.88062 0.15303 -1.80417 1.3 2.2 2.8 -0.55
C -0.36874 1.68626 -0.44460 1.4 0.4 -0.3 -0.14
C 0.76728 -0.98097 -0.85533 1.1 -1.6 -0.9 -0.29
C -0.48224 -1.14472 -0.03829 -1.0 -0.3 1.5 -0.15
C -0.64631 -0.22870 1.17266 0.8 2.1 -1.1 -0.32
N -0.97863 1.18453 0.54689 0.5 -1.2 1.5 0.13
N 0.46103 -0.21729 2.08449 0.0 0.8 -1.2 0.09
F -0.58004 2.99858 -0.53116 0.2 -0.6 -0.7 0.09
Br -0.24898 0.26291 -3.16313 -0.7 -0.1 -2.0 0.98
H 0.80350 -1.87890 -1.55390 0.1 0.8 0.7 0.16
H 1.71052 -1.05056 -0.28103 -0.5 0.1 -0.1 0.13
H -1.37469 -0.98556 -0.61750 -0.3 0.0 -0.6 0.11
H -0.59625 -2.15275 0.35719 0.4 -0.2 -0.2 0.14
H -1.53667 -0.32402 1.68849 -1.9 -1.1 0.9 0.12
H -1.50808 1.75087 1.20092 -0.2 0.5 -0.3 0.16
H 1.92814 0.65892 -1.83488 -2.2 -0.6 -0.3 0.14
H 1.18854 -0.38641 1.38027 0.9 0.7 1.7 0.06
H 0.58099 0.65478 2.69307 -0.1 -1.8 -1.4 0.14
```
Forces are in eV/Å.

***

4.
ORCA calculation (ωB97M-V/def2-TZVPD) on a cluster of 2 separate species, C4H8N2S in total at a distorted geometry.

Structure (SMILES): C#[N+][S-].CC(C)=N
LUMO level in eV: 0.85
DFT total energy in eV: -18090.8690
Orbital gap in eV: 9.244
Total charge: 0
Relative energy (zero: lowest compared OMol25 entry of this formula, charge and spin) in kJ/mol: 277.2

Structure (XYZ):
```
15
Properties=species:S:1:pos:R:3:forces:R:3:lowdin_charge:R:1
C -2.58103 1.57732 0.03590 -0.6 -2.3 -0.2 0.05
N -2.87925 0.44727 -0.00236 0.9 4.3 0.2 -0.72
S -3.37320 -1.00734 0.01550 -0.7 -2.7 0.0 0.55
H -2.08928 2.49707 -0.05631 0.3 0.7 -0.1 0.06
C 1.33909 -0.84837 1.09223 0.0 0.2 0.2 -0.04
C 0.79030 0.05528 0.02484 0.2 -0.3 0.1 -0.49
C 0.96299 -0.43185 -1.38041 -0.1 0.0 -0.1 -0.05
N 0.21532 1.16011 0.21545 -0.3 0.8 -0.1 0.11
H 2.33423 -1.19681 0.82077 0.1 -0.1 0.0 0.08
H 0.69068 -1.71876 1.18449 0.0 -0.1 0.0 0.08
H 1.38481 -0.34577 2.05747 0.0 0.0 0.0 0.07
H 1.90061 -0.04408 -1.77870 0.1 0.0 0.0 0.08
H 0.15516 -0.06758 -2.00804 0.0 0.0 0.0 0.08
H 1.00045 -1.51762 -1.41387 0.0 -0.1 -0.1 0.08
H 0.14911 1.44114 1.19304 0.2 -0.3 0.1 0.06
```
Forces are in eV/Å.

***

5.
ORCA calculation (ωB97M-V/def2-TZVPD) on the molecule CH2N2S3 at a distorted geometry.

LUMO level (spin up / spin down) in eV: -1.26 / -0.88
DFT total energy in eV: -36551.7403
Orbital gap (spin up / spin down) in eV: 7.284 / 8.002
Total charge: 0
Relative energy (zero: lowest compared OMol25 entry of this formula, charge and spin) in kJ/mol: 166.0

Structure (XYZ):
```
8
Properties=species:S:1:pos:R:3:forces:R:3:lowdin_charge:R:1
C -0.01039 1.21559 -0.01565 1.7 1.6 0.3 -0.61
N -0.47949 0.13308 -0.25192 -0.9 -1.4 -0.3 0.09
N 1.08067 -1.63542 -0.49736 -0.8 0.0 -1.0 -0.48
S 1.78306 1.73898 0.27585 -0.5 0.0 0.2 0.38
S 2.28821 -1.41171 0.48078 0.8 0.6 0.6 0.45
S 3.01204 0.32910 -0.46681 0.1 -0.5 0.0 0.12
H -0.55666 2.13444 0.16502 -0.4 0.1 0.0 0.06
H 0.29161 -2.14897 -0.11890 0.1 -0.2 0.3 -0.01
```
Forces are in eV/Å.

***

6.
ORCA calculation (ωB97M-V/def2-TZVPD) on a cluster of 2 separate species, C6H5IO2P in total at a distorted geometry.

LUMO level (spin up / spin down) in eV: 2.96 / 2.97
DFT total energy in eV: -27786.2737
Orbital gap (spin up / spin down) in eV: 7.470 / 7.436
Total charge: -1
Relative energy (zero: lowest compared OMol25 entry of this formula, charge and spin) in kJ/mol: 225.2

Structure (XYZ):
```
15
Properties=species:S:1:pos:R:3:forces:R:3:lowdin_charge:R:1
C 2.06085 -0.59767 -0.30584 3.1 -1.5 0.1 -0.12
C 1.44469 0.28225 -1.15580 1.2 -0.2 -1.7 -0.12
C 1.42026 -1.08249 0.82916 0.1 -1.2 0.8 -0.12
C 0.15302 0.61116 -0.91053 -1.4 1.5 -1.0 -0.14
C 0.10535 -0.79084 1.02676 -0.1 1.4 -0.4 -0.13
C -0.53102 0.08817 0.16316 -1.6 0.6 0.9 -0.38
O -2.62944 0.67382 1.96101 -0.3 0.0 2.5 -0.49
O -2.32219 2.67244 -0.87622 0.2 -3.5 2.8 -0.67
P -2.23220 0.78405 0.57923 1.0 3.1 -5.7 0.37
I -3.66308 -0.81564 -0.68839 -0.1 -0.1 -0.2 0.25
H 3.10386 -0.97110 -0.56103 -1.3 0.7 0.5 0.11
H 1.91892 0.67788 -2.10973 -0.3 -0.6 1.5 0.13
H 1.69923 -1.74547 1.69658 1.2 0.6 -1.6 0.12
H -0.28237 1.34734 -1.60828 -0.4 -0.4 0.8 0.10
H -0.24586 -1.13390 1.95991 -1.3 -0.2 0.6 0.09
```
Forces are in eV/Å.

***

7.
ORCA calculation (ωB97M-V/def2-TZVPD) on the molecule CH3Cl2OP at a distorted geometry.

Structure (SMILES): CP(=O)(Cl)Cl
LUMO level in eV: -0.33
DFT total energy in eV: -37467.9440
Orbital gap in eV: 10.557
Total charge: 0
Relative energy (zero: lowest compared OMol25 entry of this formula, charge and spin) in kJ/mol: 106.6

Structure (XYZ):
```
8
Properties=species:S:1:pos:R:3:forces:R:3:lowdin_charge:R:1
C -0.95997 -0.12082 0.15002 -1.2 4.1 -1.1 -0.24
P 0.75398 0.40395 -0.33605 -0.6 -4.1 0.5 0.07
O 1.05068 0.75296 -1.70706 -0.2 0.3 -0.5 -0.37
Cl 1.75168 -1.73297 0.21492 -1.1 2.4 -0.5 0.00
Cl 1.58888 1.51269 1.01254 0.2 0.6 0.8 0.41
H -1.87007 0.63012 -0.10742 2.6 -1.2 0.7 0.12
H -1.24941 -0.96496 -0.34527 -0.1 -2.3 -2.2 0.00
H -1.06576 -0.48097 1.11832 0.4 0.1 2.3 0.01
```
Forces are in eV/Å.

***

8.
ORCA calculation (ωB97M-V/def2-TZVPD) on a structure of composition C8H4BrCl2CoNO3Y at a distorted geometry.

2S+1: 5
LUMO level (spin up / spin down) in eV: -15.88 / -18.00
DFT total energy in eV: -149701.7214
Orbital gap (spin up / spin down) in eV: 7.592 / 5.476
Expectation value of S²: 6.062
Total charge: +4
Relative energy (zero: lowest compared OMol25 entry of this formula, charge and spin) in kJ/mol: 34.5

Structure (XYZ):
```
21
Properties=species:S:1:pos:R:3:forces:R:3:lowdin_spin:R:1
Co 0.26609 -1.46950 -4.57014 -3.2 -4.4 2.2 2.34
Y 0.41067 1.80635 -0.75623 -0.5 3.4 1.3 0.00
Cl -0.74279 -2.57189 -2.97495 0.5 0.3 -0.8 0.56
Cl -0.59156 3.96155 -0.19233 0.6 -1.5 -0.4 0.00
C 2.11412 2.42461 0.94824 3.0 1.3 4.5 0.00
C 0.97253 -1.22478 -6.16625 6.5 0.8 -9.6 0.07
C 0.42261 -0.13014 -3.52319 -0.2 4.8 6.7 0.00
O 2.69878 2.68974 1.90312 -2.4 -1.0 -4.1 0.00
O 1.69796 -1.16071 -7.07456 -4.1 -0.2 4.7 0.05
O 0.34463 0.44429 -2.46937 0.4 -2.8 -5.7 -0.02
Br -0.25497 -3.51608 2.27147 -0.3 1.4 -0.1 0.62
C -0.51962 -1.64546 2.14038 0.7 -1.5 0.3 0.10
C -1.09319 -0.94440 3.21305 -0.7 0.5 0.3 0.05
C -1.23060 0.43938 3.13790 0.1 -0.1 0.3 -0.02
C -0.71092 1.10539 2.03388 -0.2 -0.7 -0.1 0.09
N -0.20251 0.41180 0.96242 0.3 -1.3 0.7 0.01
C -0.04819 -0.95269 1.02360 -0.6 1.8 -0.9 0.13
H -1.47611 -1.48420 4.07229 0.0 0.0 0.1 0.00
H -1.71147 1.02462 3.92814 0.2 -0.3 -0.1 0.00
H -0.70873 2.20259 1.98021 -0.2 -0.4 -0.1 0.00
H 0.36329 -1.41048 0.11235 -0.1 -0.1 0.7 0.00
```
Forces are in eV/Å.